No. 1
3 unconnected molecules or ions with the total composition C27H44BrFN2O9, computed with wB97M-V/def2-TZVPD.

```
84
C27H44BrFN2O9 | OMol25 | wB97M-V/def2-TZVPD
C 6.5162 2.2607 2.9761
C 7.3139 3.6267 2.4674
C 7.5755 4.7112 3.6666
Br 9.4441 5.4414 3.4415
N 6.6044 5.8683 3.7166
C 6.3436 6.6411 2.4431
O 7.1082 7.4725 1.7318
C 4.7607 6.2176 2.1521
C 3.8625 6.3023 0.7834
C 2.2812 5.7931 0.9048
C 1.6912 5.2692 2.3624
C 0.0963 4.7819 2.3772
C 0.1668 3.1166 2.2381
N 0.7758 2.6716 0.9162
C 2.6071 5.2211 3.7615
C 2.0186 4.7490 5.2159
C 2.7739 3.4641 5.8946
O 2.0483 2.7396 6.7899
F 4.1748 3.0377 5.6777
C 4.1701 5.6898 3.6019
C 5.4214 5.7682 4.6577
O 5.4197 5.7445 6.0159
H 5.5867 2.6439 3.5807
H 6.0784 1.6451 2.0610
H 7.2006 1.5416 3.6034
H 6.7795 4.0478 1.5160
H 8.3802 3.2402 2.0968
H 7.5532 4.1156 4.6845
H 4.3311 6.7144 -0.2136
H 1.5332 5.8144 -0.0157
H -0.5316 5.2776 1.5200
H -0.3658 5.1352 3.3955
H 0.9334 2.7599 3.0803
H -0.8587 2.6032 2.4785
H 0.3328 3.1665 0.1058
H 1.8265 2.8217 0.9172
H 1.9527 5.7033 5.8983
H 0.8887 4.4132 5.0290
C -2.7429 -4.8886 1.3356
O -2.5306 -3.8071 0.4420
C -3.5585 -2.8188 0.5409
C -3.1008 -1.5080 -0.1042
O -2.2677 -0.7250 0.7608
C -0.9234 -1.1985 0.9191
C -0.0532 -0.9358 -0.3124
O -0.2654 -1.9524 -1.2954
C 0.2153 -1.5686 -2.5714
H -3.7000 -5.3761 1.1307
H -1.9373 -5.6141 1.1937
H -2.7100 -4.5357 2.3711
H -3.8147 -2.6426 1.5907
H -4.4368 -3.2006 0.0092
H -3.9887 -0.8923 -0.2851
H -2.6229 -1.6699 -1.0726
H -0.9072 -2.2482 1.2176
H -0.5107 -0.6218 1.7539
H 1.0040 -0.9638 -0.0292
H -0.2940 0.0483 -0.7310
H -0.3364 -0.6963 -2.9382
H 0.0476 -2.3974 -3.2666
H 1.2850 -1.3507 -2.5325
C -6.1705 -7.2407 -6.6254
O -5.2229 -6.3134 -6.1198
C -5.2339 -5.0834 -6.8478
C -4.5286 -3.9849 -6.0481
O -5.3717 -3.3981 -5.0480
C -5.5974 -4.2006 -3.8812
C -4.3795 -4.2571 -2.9558
O -3.4506 -5.2411 -3.4182
C -2.1697 -5.0805 -2.8352
H -5.9653 -7.4684 -7.6749
H -6.0948 -8.1616 -6.0408
H -7.1845 -6.8443 -6.5135
H -6.2637 -4.7792 -7.0620
H -4.6988 -5.2510 -7.7889
H -4.2860 -3.1682 -6.7368
H -3.5858 -4.3290 -5.6176
H -5.9561 -5.1957 -4.1500
H -6.4096 -3.7025 -3.3410
H -4.6955 -4.5469 -1.9484
H -3.8980 -3.2730 -2.9194
H -1.7369 -4.1181 -3.1289
H -1.5186 -5.8773 -3.2085
H -2.2281 -5.1526 -1.7467
```

Properties
* frontier orbital gap: 7.49 eV
* LUMO energy: -1.7448 eV
* structure (SMILES): CC[C@@H](Br)N1C(=O)c2ccc(CCN)c(CC(=O)F)c2C1=O.COCCOCCOC.COCCOCCOC
* charge: 0

---

No. 2
5 unconnected molecules or ions with the total composition C26H40BF2NO8, computed with wB97M-V/def2-TZVPD.

```
78
C26H40BF2NO8 | OMol25 | wB97M-V/def2-TZVPD
O 1.4927 -3.6590 -0.0271
C 0.6059 -2.9338 0.3397
O -0.5454 -3.4517 0.8385
C 0.6864 -1.4442 0.3243
C 1.2877 -0.9469 -1.0236
C 0.4146 0.1734 -1.6175
B -0.8030 -0.2814 -2.4961
C -2.0943 0.6157 -2.5247
C -3.4582 -0.0867 -2.6010
C -4.0886 -0.4028 -1.2581
C -3.5039 -0.1370 -0.0237
C -4.1690 -0.5092 1.1410
C -5.3961 -1.1499 1.1060
C -5.9987 -1.4057 -0.1226
C -5.3337 -1.0343 -1.2829
N -0.5848 -1.5593 -3.3000
C -1.1027 -2.7158 -2.7067
O -0.8213 -3.8145 -3.0262
F -1.9218 -2.4942 -1.6899
C -0.8894 -1.4771 -4.6826
O -0.1552 -1.8261 -5.5262
F -2.0622 -0.9495 -5.0069
H -0.6282 -4.3169 0.4112
H 1.3607 -1.1298 1.1088
H -0.2743 -0.9668 0.4588
H 1.4616 -1.7643 -1.7155
H 2.2605 -0.5084 -0.8286
H 1.0412 0.7337 -2.3294
H 0.1108 0.8927 -0.8616
H -2.0594 1.2357 -1.6358
H -1.9833 1.3158 -3.3603
H -4.1493 0.5911 -3.1031
H -3.4553 -1.0037 -3.1830
H -2.5409 0.3417 0.0468
H -3.7105 -0.3198 2.1025
H -5.8993 -1.4610 2.0089
H -6.9529 -1.9011 -0.2124
H -5.7933 -1.2530 -2.2388
C -0.8704 1.9013 3.7548
C 0.3281 1.2248 3.1359
O 0.3198 0.8794 1.9739
C 1.5169 1.0021 4.0334
H -1.6567 2.0016 3.0093
H -1.2456 1.3067 4.5891
H -0.5933 2.8930 4.1148
H 1.2287 0.3670 4.8731
H 1.8882 1.9575 4.4050
H 2.3130 0.5129 3.4772
C -8.0340 2.5762 -4.0313
C -6.8103 1.7041 -4.1650
O -5.8648 1.8227 -3.4206
C -6.8191 0.6745 -5.2695
H -7.8966 3.2672 -3.2030
H -8.1885 3.1462 -4.9487
H -8.9130 1.9596 -3.8378
H -6.9235 1.1658 -6.2378
H -7.6486 -0.0198 -5.1267
H -5.8845 0.1176 -5.2545
C 6.0424 1.5966 1.5624
C 4.6304 2.0803 1.7755
O 4.2942 2.6330 2.7987
C 3.6475 1.8427 0.6542
H 6.6416 1.8251 2.4334
H 6.0484 0.5174 1.4048
H 6.4747 2.0938 0.6913
H 3.5600 0.7729 0.4620
H 3.9869 2.3459 -0.2529
H 2.6699 2.2316 0.9323
C 10.1588 0.0401 4.6130
C 8.7852 -0.3286 4.1078
O 8.0964 0.4660 3.5108
C 8.3103 -1.7348 4.3819
H 10.3755 1.0729 4.3508
H 10.1992 -0.0672 5.6979
H 10.9105 -0.6073 4.1589
H 8.2753 -1.9144 5.4573
H 8.9863 -2.4548 3.9183
H 7.3134 -1.8676 3.9681
```

Properties
* frontier orbital gap: 9.26 eV
* LUMO energy: 0.5016 eV
* structure (SMILES): O=C(O)CCCB(CCc1ccccc1)N(C(=O)F)C(=O)F.CC(C)=O.CC(C)=O.CC(C)=O.CC(C)=O
* charge: 0

---

No. 3
A single C28H32N4O4 molecule, computed with wB97M-V/def2-TZVPD.

```
68
C28H32N4O4 | OMol25 | wB97M-V/def2-TZVPD
C 4.5526 2.1027 -3.4069
C 3.5000 2.1644 -2.3656
C 3.5447 2.4508 -1.0331
C 2.1890 2.3446 -0.6231
N 1.4192 2.0146 -1.6365
O 2.2306 1.9061 -2.7259
N 1.6473 2.5258 0.6266
C 2.3554 2.5100 1.8008
O 3.5620 2.5077 1.8504
C 1.4587 2.4359 3.0209
C 0.9654 0.9870 3.1775
C 0.0451 0.6442 2.0205
O -0.8937 1.3791 1.7327
N 0.3336 -0.4289 1.2585
C 1.4802 -1.2449 1.4035
C 1.6504 -2.0392 2.5314
C 2.7729 -2.8384 2.6466
C 3.7226 -2.8554 1.6390
C 3.5495 -2.0690 0.5127
C 2.4326 -1.2637 0.3918
H 2.2943 -0.6488 -0.4841
H 4.2883 -2.0794 -0.2743
H 4.5960 -3.4832 1.7305
H 2.9021 -3.4552 3.5233
H 0.8950 -2.0321 3.3031
C -0.5551 -0.6359 0.1085
C -0.3285 -1.9604 -0.5703
C -0.3809 -3.1171 0.2002
C -0.1577 -4.3578 -0.3634
C 0.1144 -4.4529 -1.7166
C 0.1267 -3.3099 -2.4937
C -0.1015 -2.0527 -1.9459
C -0.1296 -0.8562 -2.8503
H -1.1398 -0.4509 -2.9069
H 0.1760 -1.1378 -3.8549
H 0.5281 -0.0621 -2.5051
H 0.3143 -3.3919 -3.5551
H 0.3010 -5.4153 -2.1698
H -0.1981 -5.2447 0.2505
H -0.6235 -3.0358 1.2479
H -0.4181 0.2004 -0.5852
C -2.0027 -0.6270 0.6535
O -2.3179 -1.2866 1.6191
N -2.8624 0.0820 -0.1003
H -2.4865 0.7417 -0.7641
C -4.2201 0.3428 0.3362
C -5.1785 0.3783 -0.8704
H -4.6117 0.1982 -1.7847
C -5.7943 1.7828 -0.8843
H -6.7394 1.7809 -0.3397
H -5.9863 2.1381 -1.8959
C -4.7807 2.6467 -0.1378
H -3.9402 2.8919 -0.7897
H -5.2133 3.5775 0.2254
C -4.3263 1.7299 0.9935
H -5.0812 1.7077 1.7794
H -3.3742 2.0207 1.4342
H -5.9415 -0.3943 -0.7982
H -4.4601 -0.4552 1.0414
H 0.3842 0.9071 4.0984
H 1.8181 0.3128 3.2330
H 0.6009 3.1006 2.9111
H 2.0385 2.7245 3.8972
H 0.6354 2.4907 0.6662
H 4.3821 2.6918 -0.4168
H 4.3776 2.8689 -4.1608
H 4.5329 1.1340 -3.9032
H 5.5258 2.2601 -2.9532
```

Properties
* frontier orbital gap: 9.45 eV
* LUMO energy: 0.6673 eV
* structure (SMILES): Cc1cc(NC(=O)CCC(=O)N(c2ccccc2)[C@H](C(=O)NC2CCCC2)c2ccccc2C)no1
* relative energy (zero: lowest compared OMol25 entry of this formula, charge and spin): 34.1 kcal/mol
* charge: 0

---

No. 4
2 unconnected molecules or ions with the total composition C6H12N2, computed with wB97M-V/def2-TZVPD.

```
20
C6H12N2 | OMol25 | wB97M-V/def2-TZVPD
C 0.8758 2.7173 0.7918
C 0.8235 3.0739 -0.4876
C 2.2477 0.8753 0.9993
N 1.9700 2.0508 1.3765
H 0.1054 2.9187 1.5288
H 1.6774 2.9141 -1.1311
H -0.0603 3.5421 -0.8932
H 3.1121 0.4349 1.4861
H 1.6757 0.3456 0.2357
C -0.8654 -2.8663 -1.4828
C -1.5193 -1.9059 -0.4937
C -0.9056 -0.2645 1.0157
N -0.4809 -1.0851 0.1575
H -1.6367 -3.4633 -1.9752
H -0.3548 -2.2668 -2.2369
H -0.1826 -3.5445 -0.9811
H -2.0307 -2.5074 0.2653
H -2.2300 -1.2304 -0.9698
H -1.9593 -0.2076 1.3135
H -0.2620 0.4690 1.4813
```

Properties
* frontier orbital gap: 10.09 eV
* LUMO energy: 1.0595 eV
* structure (SMILES): C=CN=C.C=NCC
* relative energy (zero: lowest compared OMol25 entry of this formula, charge and spin): 58.2 kcal/mol
* charge: 0

---

No. 5
A molecular structure, C21H45I2O7SSiSn, computed with wB97M-V/def2-TZVPD.

```
78
C21H45I2O7SSiSn | OMol25 | wB97M-V/def2-TZVPD
Sn -0.2341 -0.3950 0.7946
C 1.4550 -2.0269 -1.3407
C 2.2807 -1.6982 -0.1112
O 2.0064 -0.3884 0.4117
C 2.7120 0.7212 -0.1478
C 2.0400 1.3290 -1.3830
O 0.6080 1.2915 -1.1562
C -0.2309 1.5490 -2.3154
C -1.6917 1.2745 -1.9551
O -1.8946 0.1446 -1.1187
C -2.0855 -1.1355 -1.7368
C -0.7763 -1.7809 -2.1509
O 0.1309 -1.5859 -1.0742
H 1.4765 -3.1076 -1.5054
H 1.8374 -1.5365 -2.2435
H 3.3446 -1.8016 -0.3298
H 2.0133 -2.3857 0.6917
H 3.7375 0.4439 -0.4011
H 2.7446 1.4620 0.6492
H 2.2282 0.7386 -2.2788
H 2.3958 2.3486 -1.5393
H 0.1268 0.8799 -3.0972
H -0.1347 2.5834 -2.6467
H -2.2668 1.1830 -2.8803
H -2.0751 2.1182 -1.3852
H -2.7671 -1.0544 -2.5853
H -2.5505 -1.7455 -0.9617
H -0.3698 -1.3392 -3.0678
H -0.9401 -2.8466 -2.3320
I 0.2170 -0.4775 3.9893
C -0.2684 -2.5673 4.2007
I -0.6706 -3.5702 2.3564
H -1.1527 -2.6270 4.8235
H 0.5862 -3.0452 4.6642
C 0.3643 6.1929 2.8690
C -1.0004 5.6320 2.5113
C -2.1239 6.5276 3.0062
C -1.1750 4.1984 2.9994
O -1.0372 5.6037 1.0325
Si -2.0745 5.1986 -0.0665
S 0.1274 2.1661 0.3673
O -1.6116 5.2397 -1.5633
C -0.7161 6.1247 -2.3598
C -0.9051 7.5485 -1.8659
C -1.1757 5.9565 -3.7958
C 0.7219 5.6717 -2.1575
O -3.4596 4.6037 0.3314
C -4.8349 4.4551 -0.2166
C -5.6955 4.0566 0.9671
C -5.2501 5.7910 -0.8029
C -4.7916 3.3645 -1.2727
H 0.4598 6.2640 3.9511
H 0.4861 7.1900 2.4481
H 1.1577 5.5514 2.4837
H -2.0695 6.6255 4.0892
H -3.1005 6.1161 2.7444
H -2.0296 7.5225 2.5699
H -0.8731 4.1170 4.0420
H -0.5426 3.5248 2.4046
H -2.2148 3.8802 2.9065
H -1.9629 7.8196 -1.8645
H -0.3853 8.2440 -2.5223
H -0.4983 7.6648 -0.8588
H -2.2089 6.2830 -3.9076
H -1.1025 4.9145 -4.1106
H -0.5542 6.5610 -4.4549
H 0.9353 5.5393 -1.0951
H 1.3897 6.4375 -2.5489
H 0.9317 4.7444 -2.6919
H -5.7017 4.8398 1.7242
H -5.3303 3.1331 1.4163
H -6.7193 3.8971 0.6319
H -5.2205 6.5727 -0.0429
H -6.2690 5.7295 -1.1813
H -4.5958 6.0677 -1.6337
H -4.4603 2.4224 -0.8316
H -4.1209 3.6519 -2.0855
H -5.7879 3.2155 -1.6855
```

Properties
* frontier orbital gap: 7.37 eV
* LUMO energy: -9.1021 eV
* relative energy (zero: lowest compared OMol25 entry of this formula, charge and spin): 58.7 kcal/mol
* charge: +3

---

No. 6
2 unconnected molecules or ions with the total composition C6H12N, computed with wB97M-V/def2-TZVPD.

```
19
C6H12N | OMol25 | wB97M-V/def2-TZVPD
C -2.7258 0.9349 0.5312
C -1.2957 0.7245 0.5253
C 2.6230 -0.0778 -0.2317
C 2.3129 -0.4545 -1.3310
C 3.0377 0.2086 1.0367
C -1.2277 -1.2246 -1.0371
N -0.7171 -0.1479 -0.2279
H -2.9393 2.0130 0.2928
H -3.0253 0.5762 1.4935
H -0.7778 1.4107 1.1396
H -3.1699 0.3577 -0.2363
H 1.9657 -0.5113 -2.2894
H 0.3490 -0.1349 -0.1545
H 2.0913 0.5796 1.5538
H 3.3703 -0.6202 1.5460
H 3.8979 0.8996 1.1364
H -2.2364 -1.6043 -0.7635
H -0.4128 -2.0263 -0.8989
H -1.1200 -0.9031 -2.0850
```

Properties
* frontier orbital gap: 9.52 eV
* LUMO energy: -4.2498 eV
* relative energy (zero: lowest compared OMol25 entry of this formula, charge and spin): 67.2 kcal/mol
* charge: +1

---

No. 7
A single C4H4N2O2 molecule, computed with wB97M-V/def2-TZVPD.

```
12
C4H4N2O2 | OMol25 | wB97M-V/def2-TZVPD
C 1.3612 0.9503 0.3488
C 1.6900 -0.1143 -0.2728
C -0.4445 -0.6854 -0.4857
C -1.5400 -0.9803 0.3261
H 0.4082 1.5363 0.5451
H 2.2616 1.1391 1.0437
H 2.5907 -0.5330 -0.5147
H -1.7273 -1.8663 1.0395
N -2.0202 0.9978 -0.4726
N -0.7232 0.7171 -0.8862
O 0.7128 -1.0602 -0.6576
O -2.5693 -0.1011 -0.0136
```

Properties
* frontier orbital gap: 9.87 eV
* LUMO energy: 0.3694 eV
* structure (SMILES): C=COc1conn1
* relative energy (zero: lowest compared OMol25 entry of this formula, charge and spin): 159.3 kcal/mol
* charge: 0

---

No. 8
A molecular structure, C22H13CeCl4N5O2S2, computed with wB97M-V/def2-TZVPD.

```
49
C22H13CeCl4N5O2S2 | OMol25 | wB97M-V/def2-TZVPD
Ce 0.3340 0.4177 0.0682
N 1.6192 2.6501 4.1269
C 1.2163 2.3764 2.8857
S 2.2975 1.7508 1.6948
N -0.0886 2.5944 2.6105
N -0.3832 2.3001 1.3629
C -1.6102 2.4293 0.9271
C -1.8937 2.5969 -0.4934
C -3.1970 2.9670 -0.9172
C -3.4038 2.9398 -2.3247
C -2.3886 2.5082 -3.1728
C -1.2466 1.9625 -2.6371
N -0.9807 2.0443 -1.3435
H 2.5476 2.3285 4.5276
H 0.9301 3.0062 4.7758
H -2.4618 2.5714 1.6988
H -3.9639 3.2730 -0.2303
H -4.3843 3.2325 -2.6642
H -2.5582 2.6249 -4.2396
H -0.5493 1.4382 -3.2836
S 3.3487 -3.5755 -0.7052
C 1.9191 -4.1833 -0.0773
C 0.9431 -3.2458 0.0505
C 1.2871 -1.9236 -0.3819
C 2.5382 -1.9246 -0.9640
C 3.1531 -0.7848 -1.5490
C 4.3785 -0.8344 -2.2334
C 4.9773 0.4088 -2.5777
C 4.1810 1.5747 -2.5523
C 2.9080 1.4948 -2.0630
N 2.4153 0.3322 -1.5194
H 1.7049 -5.2250 0.0323
H -0.0113 -3.5150 0.5242
H 4.8788 -1.7862 -2.4741
H 6.0322 0.4358 -2.9241
H 4.4784 2.5002 -3.0228
H 2.2505 2.3675 -2.0791
Cl -3.4675 -4.3085 4.0447
C -2.9920 -3.2898 2.8296
C -3.7373 -3.2748 1.6080
Cl -5.2567 -4.2077 1.5741
C -3.2255 -2.6388 0.4635
Cl -3.9779 -2.6417 -1.0914
C -2.1224 -1.7312 0.6799
O -1.6848 -0.9515 -0.2823
C -1.4655 -1.5729 1.9294
O -0.3518 -0.8681 1.9184
C -1.9191 -2.4446 3.0174
Cl -1.0170 -2.1984 4.4532
```

Properties
* frontier orbital gap (alpha / beta): 5.12 / 5.12 eV
* LUMO energy (alpha / beta): -1.5688 / -1.5666 eV
* relative energy (zero: lowest compared OMol25 entry of this formula, charge and spin): 0.0 kcal/mol
* charge: 0

---

Number 1: strongest force on any atom 10.0 eV/Å, electronic energy -122862.506 eV. Number 2: strongest force on any atom 2.4 eV/Å, electronic energy -51593.356 eV. Number 3: strongest force on any atom 1.2 eV/Å, electronic energy -43707.070 eV. Number 4: strongest force on any atom 1.0 eV/Å, electronic energy -9394.327 eV. Number 5: strongest force on any atom 2.0 eV/Å, electronic energy -77561.037 eV. Number 6: strongest force on any atom 4.4 eV/Å, electronic energy -7897.149 eV. Number 7: strongest force on any atom 9.9 eV/Å, electronic energy -11281.632 eV. Number 8: strongest force on any atom 4.6 eV/Å, electronic energy -119258.462 eV.